Entry 1
122
Properties=species:S:1:pos:R:3:lowdin_spin:R:1 method="wB97M-V/def2-TZVPD" total_charge=+1 gap_ev="7.901 / 4.703" homo_ev="-10.066 / -10.345" s_squared=6.02 e_lumo_ev="-2.16 / -5.64" multiplicity=5
Pd 2.014 -1.458 -0.095 1.222
Br 4.293 -2.669 -0.968 0.129
C 4.791 -3.144 0.812 0.005
C 6.067 -3.566 1.019 0.008
C 6.429 -4.037 2.300 -0.001
C 5.491 -4.121 3.285 0.008
C 4.159 -3.689 3.066 0.008
C 3.173 -3.816 4.073 0.016
C 1.907 -3.355 3.868 0.008
C 1.575 -2.705 2.658 0.051
C 2.487 -2.571 1.649 0.230
C 3.791 -3.118 1.815 0.042
H 6.785 -3.566 0.211 0.002
H 7.448 -4.354 2.478 0.000
H 5.753 -4.524 4.255 0.001
H 3.446 -4.283 5.012 0.001
H 1.156 -3.464 4.643 0.001
H 0.584 -2.284 2.552 0.004
C 1.206 -6.901 0.784 0.002
C 0.116 -5.921 0.444 0.010
C -0.374 -5.803 -0.847 0.008
C -1.363 -4.876 -1.170 0.065
C -1.902 -4.793 -2.572 0.010
C -1.856 -4.027 -0.161 0.073
C -1.389 -4.153 1.159 0.010
C -1.967 -3.304 2.265 0.000
C -0.417 -5.099 1.434 0.011
C -3.003 -3.107 -0.433 0.004
C -4.273 -3.674 -0.417 0.003
C -5.401 -2.880 -0.541 0.000
C -5.266 -1.509 -0.656 0.001
C -4.011 -0.901 -0.685 0.000
C -2.876 -1.716 -0.602 0.002
Ge -1.089 -1.000 -0.832 0.037
S 0.374 -2.542 -1.489 0.822
S -0.931 0.823 -2.130 0.077
Ge 0.875 1.269 -0.896 0.039
S 2.536 0.178 -1.907 0.852
S 0.113 -0.036 0.863 0.166
C 1.587 3.040 -0.514 0.001
C 2.393 3.241 0.609 0.001
C 3.064 4.456 0.731 0.000
C 2.931 5.443 -0.232 0.001
C 2.118 5.235 -1.335 0.000
C 1.449 4.028 -1.499 0.001
C 0.568 3.810 -2.683 0.001
C -0.814 3.933 -2.533 0.002
C -1.434 4.285 -1.207 0.001
C -1.634 3.686 -3.632 0.001
C -1.113 3.321 -4.862 0.000
C -2.011 3.044 -6.039 0.000
C 0.271 3.233 -4.995 0.000
C 1.125 3.492 -3.933 0.000
C 2.619 3.473 -4.137 0.002
C 2.512 2.273 1.739 0.001
C 3.630 1.449 1.872 0.005
C 4.696 1.360 0.805 0.015
C 3.805 0.736 3.060 0.002
C 2.904 0.833 4.106 0.000
C 3.169 0.182 5.436 0.000
C 1.762 1.612 3.925 0.002
C 1.551 2.336 2.765 0.001
C 0.338 3.222 2.636 0.002
C -4.021 0.593 -0.748 0.002
C -3.863 1.348 0.414 0.001
C -3.471 0.741 1.740 0.003
C -4.116 2.720 0.363 0.000
C -4.532 3.346 -0.798 0.000
C -4.889 4.808 -0.818 0.000
C -4.634 2.579 -1.957 0.000
C -4.385 1.218 -1.954 0.002
C -4.500 0.424 -3.231 0.000
H 1.445 -7.542 -0.063 0.000
H 0.913 -7.533 1.623 0.000
H 2.114 -6.370 1.078 0.001
H 0.018 -6.446 -1.628 0.000
H -1.299 -5.390 -3.254 0.000
H -1.915 -3.763 -2.933 0.005
H -2.930 -5.158 -2.617 0.002
H -3.057 -3.317 2.245 0.000
H -1.662 -2.257 2.176 0.000
H -1.638 -3.667 3.238 0.000
H -0.062 -5.210 2.453 0.001
H -4.367 -4.745 -0.281 0.000
H -6.386 -3.329 -0.521 0.000
H -6.144 -0.877 -0.717 0.000
H 3.684 4.623 1.604 0.000
H 3.453 6.385 -0.116 0.000
H 1.995 6.009 -2.084 0.000
H -0.724 4.752 -0.528 0.000
H -1.830 3.387 -0.723 0.000
H -2.271 4.969 -1.348 0.000
H -2.710 3.773 -3.510 0.000
H -3.060 3.044 -5.744 0.000
H -1.780 2.076 -6.487 0.000
H -1.879 3.801 -6.814 0.000
H 0.695 2.975 -5.961 0.000
H 2.864 3.168 -5.154 0.000
H 3.113 2.789 -3.447 0.002
H 3.051 4.460 -3.967 0.000
H 4.403 1.864 -0.116 0.008
H 4.925 0.317 0.571 0.003
H 5.623 1.822 1.152 0.001
H 4.690 0.118 3.172 0.000
H 4.077 -0.418 5.411 0.000
H 2.341 -0.459 5.742 0.000
H 3.289 0.947 6.205 0.000
H 1.034 1.678 4.727 0.000
H -0.286 3.151 3.526 0.000
H -0.274 2.950 1.771 0.002
H 0.628 4.266 2.502 0.000
H -3.317 -0.335 1.680 0.000
H -4.244 0.925 2.489 0.000
H -2.547 1.195 2.107 0.002
H -4.008 3.304 1.272 0.000
H -4.604 5.300 0.111 0.000
H -5.966 4.933 -0.948 0.000
H -4.405 5.326 -1.647 0.000
H -4.936 3.055 -2.885 0.000
H -4.661 1.085 -4.082 0.000
H -5.326 -0.288 -3.195 0.000
H -3.590 -0.152 -3.419 0.000


Entry 2
122
Properties=species:S:1:pos:R:3:lowdin_spin:R:1 method="wB97M-V/def2-TZVPD" total_charge=+1 gap_ev="7.262 / 4.464" homo_ev="-9.329 / -10.195" s_squared=6.02 e_lumo_ev="-2.07 / -5.73" multiplicity=5
Pd 0.378 -2.087 -1.393 1.179
Br -0.453 -4.304 -2.286 0.140
C 1.059 -4.672 -3.406 0.013
C 1.032 -5.797 -4.168 0.000
C 2.149 -6.074 -4.989 0.005
C 3.216 -5.224 -5.008 0.001
C 3.234 -4.052 -4.213 0.011
C 4.336 -3.156 -4.233 -0.009
C 4.331 -2.031 -3.465 0.014
C 3.222 -1.737 -2.631 0.050
C 2.147 -2.577 -2.580 0.322
C 2.129 -3.750 -3.376 0.039
H 0.185 -6.465 -4.151 0.002
H 2.145 -6.965 -5.600 0.000
H 4.070 -5.435 -5.637 0.001
H 5.178 -3.386 -4.870 0.000
H 5.176 -1.355 -3.490 0.002
H 3.243 -0.831 -2.030 0.006
C -2.042 -6.471 0.461 -0.001
C -1.575 -5.266 1.227 0.000
C -0.289 -5.191 1.741 0.032
C 0.118 -4.122 2.542 0.057
C 1.448 -4.186 3.242 0.008
C -0.792 -3.073 2.789 0.047
C -2.086 -3.126 2.270 -0.004
C -3.121 -2.094 2.622 -0.001
C -2.453 -4.220 1.493 0.037
C -0.361 -1.951 3.671 0.005
C -0.438 -2.098 5.048 0.002
C 0.068 -1.116 5.885 0.001
C 0.651 0.015 5.342 0.000
C 0.711 0.203 3.963 0.001
C 0.183 -0.785 3.129 0.005
Ge 0.328 -0.738 1.200 0.039
S 1.570 -2.538 0.635 0.777
S 1.135 1.058 0.159 0.105
Ge -0.558 0.850 -1.284 0.047
S 0.110 -0.310 -3.096 0.865
S -1.575 -0.757 -0.050 0.078
C -1.443 2.459 -1.866 0.005
C -0.694 3.276 -2.710 0.002
C -1.285 4.399 -3.269 0.000
C -2.603 4.715 -2.973 0.002
C -3.327 3.918 -2.100 0.000
C -2.761 2.776 -1.537 0.001
C -3.569 1.975 -0.574 0.002
C -4.436 0.975 -1.012 0.001
C -4.567 0.602 -2.465 0.000
C -5.200 0.291 -0.068 0.000
C -5.119 0.581 1.284 0.000
C -5.987 -0.126 2.287 0.000
C -4.230 1.570 1.697 0.001
C -3.456 2.275 0.790 0.002
C -2.494 3.328 1.270 0.000
C 0.751 2.969 -2.916 0.013
C 1.204 2.311 -4.060 0.026
C 0.287 1.966 -5.200 0.006
C 2.548 1.949 -4.139 0.022
C 3.442 2.236 -3.120 -0.001
C 4.884 1.824 -3.211 -0.001
C 2.977 2.942 -2.013 0.011
C 1.650 3.326 -1.900 0.000
C 1.215 4.182 -0.741 0.002
C 1.348 1.450 3.454 0.003
C 2.632 1.426 2.917 0.002
C 3.420 0.151 2.768 0.003
C 3.205 2.623 2.488 0.001
C 2.534 3.829 2.587 0.000
C 3.172 5.119 2.158 0.000
C 1.250 3.826 3.133 0.000
C 0.650 2.661 3.577 0.001
C -0.717 2.706 4.204 0.000
H -1.228 -7.171 0.286 0.000
H -2.465 -6.194 -0.503 0.000
H -2.823 -6.994 1.014 0.000
H 0.403 -6.004 1.565 0.001
H 2.102 -4.905 2.755 0.000
H 1.306 -4.508 4.276 -0.001
H 1.954 -3.221 3.276 0.003
H -2.681 -1.139 2.912 0.000
H -3.721 -2.449 3.462 -0.001
H -3.796 -1.913 1.785 0.000
H -3.468 -4.273 1.116 0.002
H -0.874 -2.997 5.461 0.000
H 0.022 -1.240 6.958 0.000
H 1.076 0.771 5.987 0.000
H -0.698 5.032 -3.921 0.000
H -3.061 5.591 -3.411 0.000
H -4.349 4.169 -1.846 0.000
H -3.813 1.081 -3.088 0.000
H -5.543 0.893 -2.855 0.000
H -4.480 -0.479 -2.591 0.000
H -5.881 -0.481 -0.407 0.000
H -6.486 -0.986 1.844 0.000
H -6.757 0.544 2.672 0.000
H -5.402 -0.471 3.140 0.000
H -4.154 1.810 2.752 0.000
H -2.772 3.672 2.264 0.000
H -2.473 4.191 0.606 0.000
H -1.471 2.937 1.324 0.000
H -0.761 1.960 -4.901 0.003
H 0.533 0.986 -5.607 0.000
H 0.390 2.692 -6.011 0.001
H 2.897 1.421 -5.018 0.000
H 5.063 1.199 -4.084 0.000
H 5.187 1.266 -2.325 0.000
H 5.534 2.696 -3.283 0.000
H 3.671 3.212 -1.226 0.001
H 2.071 4.428 -0.118 0.000
H 0.465 3.706 -0.104 0.001
H 0.771 5.113 -1.100 0.000
H 3.025 -0.657 3.382 0.000
H 4.459 0.314 3.053 0.000
H 3.428 -0.191 1.728 0.004
H 4.208 2.603 2.077 0.000
H 4.113 4.943 1.639 0.000
H 3.381 5.753 3.020 0.000
H 2.514 5.680 1.496 0.000
H 0.713 4.763 3.228 0.000
H -1.153 3.697 4.098 0.000
H -0.669 2.479 5.269 0.000
H -1.394 1.978 3.752 0.000


Energies relative to the most stable structure are entry 1 0.0; entry 2 55.1, reported in kJ/mol.


Entry 1
20
Properties=species:S:1:pos:R:3:nbo_charge:R:1 method="wB97M-V/def2-TZVPD" total_charge=+1 gap_ev=10.867 homo_ev=-14.024 e_lumo_ev=-3.16 smiles="CC1=C[C@@H](O)[N@H+](C)C1" multiplicity=1
C 0.430 1.330 0.474 -0.255
C 1.267 0.346 0.004 0.036
C 0.456 -0.859 -0.286 -0.254
C -1.093 0.975 0.410 0.243
C 2.719 0.304 -0.117 -0.673
C -1.882 -1.442 0.232 -0.438
N -0.988 -0.424 -0.228 -0.377
O -1.926 1.792 -0.359 -0.667
H 0.810 2.356 0.744 0.259
H 0.683 -1.295 -1.291 0.238
H 0.578 -1.700 0.451 0.237
H -1.548 0.837 1.404 0.213
H 3.102 1.274 0.201 0.249
H 3.159 0.074 -1.157 0.258
H 3.150 -0.384 0.635 0.254
H -1.982 -1.422 1.334 0.240
H -2.977 -1.402 -0.220 0.268
H -1.350 -2.355 0.048 0.230
H -1.120 -0.258 -1.283 0.452
H -1.490 2.253 -0.996 0.487


Entry 2
20
Properties=species:S:1:pos:R:3:nbo_charge:R:1 method="wB97M-V/def2-TZVPD" total_charge=+1 gap_ev=10.015 homo_ev=-13.444 e_lumo_ev=-3.43 multiplicity=1
C -0.178 -1.065 -1.497 -0.264
C 1.114 -1.375 -1.264 0.209
C 0.345 0.071 0.549 0.515
C 0.204 -0.515 1.924 -0.758
C 0.943 1.355 0.284 -0.752
C -1.653 0.777 -0.797 -0.418
N -0.751 -0.334 -0.369 -0.416
O 1.685 -0.975 -0.132 -0.495
H -0.846 -1.274 -2.399 0.268
H 1.862 -1.918 -1.881 0.252
H -0.268 0.031 2.778 0.277
H 1.260 -0.597 2.280 0.290
H -0.130 -1.593 2.166 0.278
H 1.092 1.718 -0.721 0.270
H 1.973 1.406 0.692 0.300
H 0.552 2.195 0.942 0.272
H -1.161 1.586 -1.358 0.252
H -2.307 0.248 -1.410 0.228
H -2.321 1.212 0.030 0.249
H -1.416 -0.954 0.185 0.444


Energies relative to the most stable structure are entry 1 0.0; entry 2 154.5, reported in kJ/mol.


Entry 1
20
Properties=species:S:1:pos:R:3:nbo_charge:R:1 method="wB97M-V/def2-TZVPD" total_charge=+1 gap_ev=8.908 homo_ev=-13.115 e_lumo_ev=-4.21 multiplicity=1
C -0.527 2.260 0.586 -0.733
C -0.447 0.824 0.830 0.328
C 2.408 -0.382 -0.127 0.681
C 3.087 -1.394 0.259 -0.751
C -0.912 0.299 -1.487 -0.458
C -0.737 -1.387 0.348 -0.397
N -0.747 -0.030 -0.070 -0.227
O 2.014 0.655 -0.506 -0.501
H -1.185 2.769 1.198 0.278
H -0.754 2.536 -0.388 0.248
H -0.139 0.351 1.706 0.219
H 3.570 -1.394 1.264 0.294
H 3.433 -2.181 -0.363 0.287
H 0.403 2.941 0.698 0.300
H -1.798 1.088 -1.541 0.245
H -0.105 0.718 -1.980 0.254
H -1.032 -0.480 -2.172 0.252
H -0.078 -1.864 -0.231 0.219
H -0.252 -1.536 1.401 0.233
H -1.651 -1.774 0.170 0.230


Entry 2
20
Properties=species:S:1:pos:R:3:nbo_charge:R:1 method="wB97M-V/def2-TZVPD" total_charge=+1 gap_ev=9.617 homo_ev=-13.253 e_lumo_ev=-3.64 smiles="C/C=C/C[C@H]([NH3+])C=O" multiplicity=1
O 1.152 2.537 -1.675 -0.492
C 0.898 1.808 -0.756 0.418
C -0.488 1.166 -0.658 -0.137
C -0.453 -0.364 -0.728 -0.440
C 0.466 -0.922 0.323 -0.261
C 0.060 -1.538 1.418 -0.099
C 0.922 -2.131 2.483 -0.670
N -1.254 1.735 -1.839 -0.669
H 1.622 1.558 0.030 0.173
H -0.993 1.559 0.225 0.246
H -1.468 -0.747 -0.669 0.231
H -0.112 -0.646 -1.731 0.222
H 1.518 -0.899 0.046 0.211
H -1.006 -1.706 1.555 0.200
H 1.610 -1.425 2.944 0.237
H 0.338 -2.614 3.260 0.235
H 1.545 -2.937 2.083 0.240
H -2.208 1.367 -1.840 0.441
H -1.342 2.750 -1.759 0.458
H -0.806 1.449 -2.709 0.455


Energies relative to the most stable structure are entry 1 199.1; entry 2 0.0, reported in kJ/mol.